{"formula": "C21H42O4", "method": "ωB97M-V/def2-TZVPD", "species": ["O", "O", "O", "O", "C", "C", "C", "C", "C", "C", "C", "C", "C", "C", "C", "C", "C", "C", "C", "C", "C", "C", "C", "C", "C", "H", "H", "H", "H", "H", "H", "H", "H", "H", "H", "H", "H", "H", "H", "H", "H", "H", "H", "H", "H", "H", "H", "H", "H", "H", "H", "H", "H", "H", "H", "H", "H", "H", "H", "H", "H", "H", "H", "H", "H", "H", "H"], "coordinates": [[0.192, -1.020, -0.615], [2.279, -3.652, 0.594], [2.259, -2.718, -1.444], [-1.110, -2.531, 1.433], [0.287, -2.422, 1.375], [4.615, -0.632, -0.712], [4.799, -1.794, 0.265], [4.594, 0.721, -0.004], [0.353, 2.918, 0.715], [1.586, 2.835, -0.182], [-7.292, -0.832, -1.582], [-5.590, -0.571, 0.296], [4.384, 1.865, -0.995], [2.867, -3.147, -0.490], [0.857, -3.656, 0.640], [-3.137, 0.109, 0.117], [2.858, 3.261, 0.548], [4.366, -3.138, -0.347], [4.113, 3.215, -0.329], [-6.716, -1.418, -0.298], [-2.085, 2.269, 0.956], [-4.334, -0.549, -0.573], [-3.308, 1.615, 0.310], [-0.885, 2.359, 0.016], [0.685, -1.098, 0.696], [4.213, -1.617, 1.171], [2.734, 4.284, 0.911], [4.975, 3.490, 0.284], [-4.537, -0.021, -1.506], [-1.461, -2.166, 0.606], [3.782, 0.718, 0.725], [-4.070, -1.580, -0.825], [-7.517, -1.501, 0.442], [5.416, -0.649, -1.453], [-2.248, -0.072, -0.490], [5.846, -1.865, 0.562], [1.685, 1.805, -0.525], [0.452, -3.701, -0.377], [-3.499, 2.086, -0.658], [3.552, 1.616, -1.656], [-5.328, -0.978, 1.276], [-1.808, 1.698, 1.846], [-2.351, 3.278, 1.285], [-6.344, -2.427, -0.494], [2.998, 2.626, 1.425], [3.673, -0.757, -1.251], [0.539, 2.344, 1.627], [5.529, 0.872, 0.541], [-0.649, 1.369, -0.375], [0.654, -2.424, 2.407], [-1.139, 2.996, -0.835], [-7.633, 0.187, -1.414], [-8.139, -1.425, -1.921], [0.217, -0.280, 1.251], [5.275, 1.959, -1.621], [4.821, -3.259, -1.329], [-6.548, -0.821, -2.373], [-4.176, 1.799, 0.946], [4.016, 3.967, -1.116], [1.442, 3.467, -1.061], [4.662, -3.957, 0.309], [0.566, -4.556, 1.185], [1.773, -0.967, 0.730], [0.758, -1.565, -1.190], [0.176, 3.954, 1.012], [-5.956, 0.446, 0.445], [-2.984, -0.360, 1.092]], "e_lumo_ev": 0.8, "charge": 0, "multiplicity": 1, "e_above_lowest_kcal_mol": 2.0, "homo_ev": -10.1}



{"formula": "C5H6S", "method": "ωB97M-V/def2-TZVPD", "species": ["S", "C", "C", "C", "C", "C", "H", "H", "H", "H", "H", "H"], "coordinates": [[1.485, -0.055, -0.448], [0.275, 0.853, 0.617], [0.237, -0.680, 0.730], [-0.996, -1.199, -0.014], [-0.981, 1.211, -0.048], [-1.676, 0.103, -0.376], [-0.806, -1.873, -0.845], [0.565, -1.070, 1.702], [-1.659, -1.739, 0.708], [-2.519, 0.091, -1.023], [-1.198, 2.274, -0.312], [0.692, 1.478, 1.475]], "e_lumo_ev": 1.0, "charge": 0, "multiplicity": 1, "e_above_lowest_kcal_mol": 10.4, "homo_ev": -8.6}



{"formula": "C4H9NO2", "method": "ωB97M-V/def2-TZVPD", "species": ["O", "O", "N", "C", "C", "C", "C", "H", "H", "H", "H", "H", "H", "H", "H", "H"], "coordinates": [[1.046, -1.803, -1.353], [-1.227, -1.349, -1.720], [-0.270, 1.513, -0.199], [0.632, 0.881, 2.821], [0.081, -1.357, -2.263], [0.378, 1.407, 3.887], [-0.028, 0.430, 0.492], [-0.909, -0.169, 0.707], [-1.204, 1.823, -0.437], [0.153, -2.028, -3.124], [-1.450, -2.254, -1.467], [1.073, -1.185, -0.600], [0.792, 0.417, 1.436], [0.196, 1.854, 4.834], [0.482, 2.146, -0.433], [0.256, -0.326, -2.584]], "e_lumo_ev": 0.1, "charge": 0, "multiplicity": 1, "e_above_lowest_kcal_mol": 157.2, "homo_ev": -9.1}



{"formula": "C26H22N4O9S2V", "method": "ωB97M-V/def2-TZVPD", "species": ["V", "S", "S", "O", "O", "O", "O", "O", "O", "O", "O", "O", "N", "N", "N", "N", "C", "C", "C", "C", "C", "C", "C", "C", "C", "C", "C", "C", "C", "C", "C", "C", "C", "C", "C", "C", "C", "C", "C", "C", "C", "C", "H", "H", "H", "H", "H", "H", "H", "H", "H", "H", "H", "H", "H", "H", "H", "H", "H", "H", "H", "H", "H", "H"], "coordinates": [[-0.390, -0.218, -0.486], [2.588, -0.577, -0.048], [0.879, 2.546, -0.736], [0.431, 1.381, -1.566], [-2.982, 2.371, 1.543], [3.056, -1.707, 0.732], [0.192, -1.291, -3.649], [-0.183, 3.514, -0.536], [2.123, 3.093, -1.222], [0.478, -2.882, 2.797], [1.492, -1.028, -0.978], [3.595, 0.175, -0.757], [-1.135, 1.114, 0.828], [0.070, -1.045, 1.409], [-2.356, 0.210, -1.212], [-0.842, -2.656, -0.507], [-4.971, 0.891, -1.863], [1.218, 1.944, 0.988], [0.556, 0.698, 4.498], [-4.369, 1.405, -0.730], [0.699, 0.052, 2.107], [1.813, 3.167, 1.627], [0.423, -0.042, -4.302], [-1.059, -4.821, -1.483], [-2.361, 1.599, 0.792], [-0.502, 2.249, 2.928], [1.978, 0.591, 1.292], [-1.160, -3.441, -1.533], [-0.081, 1.411, 1.756], [-3.062, 1.053, -0.431], [-0.204, 1.912, 4.177], [-2.933, -0.258, -2.328], [-0.373, -3.209, 0.613], [1.871, 0.395, -4.206], [0.967, -0.158, 3.568], [-4.230, 0.044, -2.683], [0.111, -2.311, 1.756], [-0.600, -5.404, -0.308], [2.904, 3.144, 2.381], [-0.252, -4.589, 0.751], [3.630, 1.902, 2.624], [3.224, 0.743, 2.121], [-4.646, -0.366, -3.594], [-4.865, 2.083, -0.049], [0.118, -0.194, -5.342], [0.619, -1.231, -2.779], [-0.502, -6.481, -0.229], [2.023, 1.326, -4.759], [3.775, -0.170, 2.304], [3.276, 4.065, 2.817], [1.279, 4.088, 1.430], [-0.539, 2.538, 4.998], [-2.301, -0.882, -2.952], [0.777, 0.496, 5.542], [4.530, 1.933, 3.229], [0.136, -4.960, 1.689], [-1.488, -2.943, -2.438], [2.146, 0.575, -3.166], [-5.993, 1.149, -2.116], [1.496, -1.064, 3.826], [-0.211, 0.734, -3.863], [-1.318, -5.413, -2.351], [2.532, -0.373, -4.615], [-1.097, 3.120, 2.697]], "s_squared": 3.76, "e_lumo_ev": [4.4, 4.4], "charge": -2, "multiplicity": 4, "e_above_lowest_kcal_mol": 64.1, "homo_ev": [-0.6, -2.5]}



{"formula": "C25H28BrCl5InN8O11S2", "method": "ωB97M-V/def2-TZVPD", "species": ["In", "Br", "Cl", "Cl", "Cl", "Cl", "Cl", "S", "S", "O", "O", "O", "O", "O", "O", "O", "O", "O", "O", "O", "N", "N", "N", "N", "N", "N", "N", "N", "C", "C", "C", "C", "C", "C", "C", "C", "C", "C", "C", "C", "C", "C", "C", "C", "C", "C", "C", "C", "C", "C", "C", "C", "C", "H", "H", "H", "H", "H", "H", "H", "H", "H", "H", "H", "H", "H", "H", "H", "H", "H", "H", "H", "H", "H", "H", "H", "H", "H", "H", "H", "H"], "coordinates": [[-0.290, -0.257, 1.108], [3.466, 2.513, 4.396], [-5.515, -3.508, -2.025], [-6.003, -0.826, 2.631], [-2.394, -3.229, -1.815], [-7.333, -2.283, 0.207], [-2.901, -0.597, 2.810], [-0.892, 1.562, -0.934], [1.208, -2.913, -6.784], [-0.628, -5.917, -4.596], [0.309, 0.601, -0.789], [-1.451, 1.443, -2.265], [-1.492, -1.894, 0.534], [-0.486, 2.902, -0.552], [-1.831, 0.979, 0.121], [1.852, 1.154, 2.029], [1.276, -6.495, -3.759], [-0.287, 1.435, 2.541], [1.115, -4.349, -6.665], [1.438, -2.315, -8.075], [1.459, -1.574, 0.559], [2.691, -1.245, 2.515], [-0.061, -3.222, -3.886], [1.261, -2.676, -2.191], [2.059, -0.522, 4.601], [0.393, -5.684, -3.975], [0.421, -1.291, 3.090], [3.807, -1.595, 0.531], [3.829, -2.923, -6.137], [0.621, -4.358, -3.495], [0.373, -2.227, -3.066], [2.376, 5.062, 3.928], [1.148, 3.282, 2.837], [1.497, 5.994, 3.397], [0.273, 4.234, 2.316], [-2.779, -1.951, 0.492], [2.494, -2.344, -5.690], [-3.422, -2.608, -0.579], [-3.637, -1.415, 1.477], [2.197, 3.722, 3.628], [-0.085, -0.820, -3.155], [0.451, 5.580, 2.586], [4.966, -2.196, 1.160], [-5.614, -2.167, 0.320], [-5.016, -1.514, 1.394], [-0.300, -2.209, -6.135], [-0.942, -3.038, -5.034], [-4.799, -2.713, -0.670], [2.589, -1.498, 1.144], [1.419, -4.000, -2.449], [1.641, -1.016, 3.381], [0.912, 1.857, 2.424], [3.882, -1.424, -0.908], [-0.226, 6.306, 2.154], [1.640, 7.044, 3.617], [-1.143, -0.743, -3.403], [4.738, -2.503, 2.177], [1.495, -1.878, -0.414], [5.810, -1.500, 1.177], [3.195, 5.370, 4.564], [2.056, -4.646, -1.870], [4.868, -1.026, -1.152], [-0.199, -1.041, 3.853], [0.492, -0.262, -3.899], [4.068, -2.613, -7.153], [4.616, -2.571, -5.471], [-0.515, 3.886, 1.660], [5.273, -3.088, 0.605], [3.731, -2.363, -1.449], [2.479, -1.254, -5.735], [3.126, -0.710, -1.232], [1.295, -0.166, 5.156], [-1.201, -4.021, -5.407], [3.526, -0.735, 2.756], [2.238, -2.665, -4.680], [-1.853, -2.546, -4.692], [-0.082, -1.184, -5.836], [0.061, -0.331, -2.192], [2.799, 0.167, 4.542], [3.805, -4.011, -6.097], [-0.964, -2.170, -7.001]], "e_lumo_ev": 1.7, "charge": -1, "multiplicity": 1, "e_above_lowest_kcal_mol": 30.8, "homo_ev": -5.7}



{"formula": "H37O18", "method": "ωB97M-V/def2-TZVPD", "species": ["O", "O", "O", "O", "O", "O", "O", "O", "O", "O", "O", "O", "O", "O", "O", "O", "O", "O", "H", "H", "H", "H", "H", "H", "H", "H", "H", "H", "H", "H", "H", "H", "H", "H", "H", "H", "H", "H", "H", "H", "H", "H", "H", "H", "H", "H", "H", "H", "H", "H", "H", "H", "H", "H", "H"], "coordinates": [[-4.802, 1.619, 1.645], [1.080, 2.455, 4.528], [-1.327, 2.842, -4.495], [1.917, -2.328, -1.009], [-1.663, 4.297, 4.283], [5.472, 0.805, -2.880], [0.142, 0.049, 0.085], [5.637, -1.127, -1.193], [-2.073, -5.740, 0.241], [-3.151, 4.162, -0.424], [-1.271, -1.377, 1.246], [3.487, 1.584, 2.531], [-1.976, 1.462, -0.583], [-4.565, -0.316, -2.048], [-2.854, -4.489, -2.739], [3.620, -1.269, 2.013], [2.663, 0.644, -0.315], [-0.604, -3.091, -0.303], [-0.240, 0.825, -0.431], [-2.718, -5.548, -0.425], [5.799, 1.679, -2.827], [-5.752, 1.438, 1.511], [-4.564, 1.270, 2.562], [3.002, -0.222, -0.673], [-2.171, 2.128, -1.306], [-1.117, 5.079, 4.205], [-2.604, 1.442, 0.168], [1.716, -1.724, -1.743], [1.447, 1.598, 4.387], [4.096, -1.587, 2.796], [2.658, 1.898, 2.135], [-1.544, 3.355, -5.256], [-0.889, -1.943, 0.288], [-3.407, 4.998, 0.030], [-1.085, -3.886, -0.077], [0.961, 0.262, 0.489], [-0.442, 2.731, -4.175], [-1.506, -6.519, 0.230], [-4.499, -1.253, -2.356], [5.727, 0.395, -3.706], [3.537, 0.855, 0.255], [5.738, -0.189, -1.463], [2.238, -3.149, -1.410], [-2.519, -4.834, -3.596], [0.238, -3.118, -0.731], [3.273, 0.656, 2.757], [4.248, -1.007, 1.341], [-5.471, -0.453, -1.687], [-3.466, 4.378, -1.303], [1.452, 3.226, 4.103], [-1.076, 3.768, 3.695], [-2.204, -4.924, -2.202], [-1.960, -1.040, 0.666], [5.749, -1.493, -2.108], [-0.399, -0.670, 1.181]], "e_lumo_ev": -2.6, "charge": 1, "multiplicity": 1, "e_above_lowest_kcal_mol": 141.7, "homo_ev": -12.9}



{"formula": "C2H10NO2", "method": "ωB97M-V/def2-TZVPD", "species": ["O", "O", "N", "C", "C", "H", "H", "H", "H", "H", "H", "H", "H", "H", "H"], "coordinates": [[-0.147, 0.616, 2.453], [0.727, -2.887, -0.845], [0.364, -0.027, -0.091], [-0.622, 1.745, -1.507], [-0.834, 0.734, -0.635], [-1.661, 0.655, -0.004], [-0.434, 0.159, 3.248], [-1.428, 2.398, -1.811], [1.272, 0.426, -0.309], [0.467, 2.058, -1.755], [0.128, 0.110, 0.969], [0.456, -0.976, -0.351], [1.163, -3.441, -0.195], [-0.557, 1.565, 2.510], [1.107, -3.134, -1.678]], "e_lumo_ev": -3.1, "charge": 1, "multiplicity": 1, "e_above_lowest_kcal_mol": 23.6, "homo_ev": -14.8}



{"formula": "C32H33FN3O6S4W", "method": "ωB97M-V/def2-TZVPD", "species": ["W", "S", "S", "S", "S", "F", "O", "O", "O", "O", "O", "O", "N", "N", "N", "C", "C", "C", "C", "C", "C", "C", "C", "C", "C", "C", "C", "C", "C", "C", "C", "C", "C", "C", "C", "C", "C", "C", "C", "C", "C", "C", "C", "C", "C", "C", "C", "H", "H", "H", "H", "H", "H", "H", "H", "H", "H", "H", "H", "H", "H", "H", "H", "H", "H", "H", "H", "H", "H", "H", "H", "H", "H", "H", "H", "H", "H", "H", "H", "H"], "coordinates": [[-0.335, 0.882, 0.211], [-1.976, 2.791, 1.479], [0.327, 4.667, -2.609], [-1.343, 0.150, 3.253], [4.007, 1.635, 1.541], [-2.010, 0.817, -1.933], [-2.659, 3.944, 0.980], [-0.484, 2.847, 1.369], [-0.287, 0.304, 2.131], [-2.322, 1.551, 0.713], [-2.624, -0.117, 2.676], [-0.833, -0.754, 4.236], [1.742, 1.153, 0.485], [0.061, 2.556, -1.210], [-0.043, -0.700, -1.056], [-1.645, -1.166, -4.924], [-0.222, -2.009, -3.162], [-2.134, 2.765, 3.252], [-1.547, -0.087, -2.829], [-0.746, -2.106, -4.440], [2.499, -0.608, 2.130], [2.979, -1.522, -1.779], [1.835, -4.091, 0.684], [-1.519, 1.753, 3.987], [-2.508, 3.945, 3.866], [-2.083, -3.353, 1.824], [-2.245, 4.112, 5.221], [2.223, 2.328, -0.090], [0.648, -1.842, -0.474], [1.994, -2.153, -0.775], [-2.381, -3.278, -0.629], [-1.636, -2.632, 0.550], [3.423, 2.735, 0.368], [2.597, 0.670, 1.377], [1.700, 4.096, -1.781], [1.375, 3.000, -1.062], [2.558, -3.262, -0.138], [-1.594, 3.123, 5.941], [-1.251, 1.922, 5.330], [-0.571, -0.942, -2.329], [-2.081, -0.146, -4.089], [-2.089, 3.447, -2.270], [0.493, -3.837, 0.894], [2.787, -0.093, -2.289], [-0.630, 3.393, -1.977], [-0.129, -2.727, 0.342], [3.155, -2.454, -2.997], [-1.480, -3.075, 2.684], [2.656, 4.588, -1.843], [3.937, -1.526, -1.252], [-1.369, 3.273, 6.988], [-2.438, 2.625, -2.886], [3.061, -1.384, 1.609], [-0.799, 1.104, 5.875], [-0.455, -2.938, -5.066], [-1.944, -1.588, 0.623], [-3.458, -3.230, -0.460], [1.471, -0.934, 2.234], [-2.649, 3.429, -1.338], [-2.540, 5.030, 5.711], [3.601, -3.490, -0.331], [-3.115, -3.089, 2.042], [-2.991, 4.720, 3.287], [2.423, -2.220, -3.769], [-2.029, -1.241, -5.931], [2.302, -4.955, 1.139], [3.101, 0.628, -1.543], [3.992, 3.605, 0.086], [3.428, 0.055, -3.160], [-2.834, 0.563, -4.406], [-2.094, -4.328, -0.705], [-0.089, -4.524, 1.493], [1.767, 0.125, -2.590], [-2.037, -4.435, 1.688], [-2.165, -2.801, -1.579], [4.147, -2.315, -3.428], [-2.306, 4.380, -2.787], [0.439, -2.775, -2.784], [2.936, -0.483, 3.121], [3.051, -3.504, -2.722]], "s_squared": 2.04, "e_lumo_ev": [-4.1, -3.4], "charge": 1, "multiplicity": 3, "e_above_lowest_kcal_mol": 2.2, "homo_ev": [-10.8, -11.2]}